Record 1
ORCA calculation (ωB97M-V/def2-TZVPD) on a single C5H11BrO2Si molecule in a non-equilibrium geometry.

Positions of all 20 atoms, in Å:
C: -1.83 -1.85 -0.24
C: 1.38 1.98 -0.58
C: 1.66 -1.03 -0.36
C: 0.01 0.52 1.74
C: -2.04 -0.50 -0.90
O: -0.95 -2.12 0.54
O: -0.80 0.35 -1.15
Si: 0.49 0.41 -0.04
Br: -3.31 0.63 0.19
H: -2.72 -2.55 -0.46
H: 1.38 2.79 0.12
H: 2.47 1.75 -0.92
H: 1.02 2.36 -1.57
H: 1.52 -1.79 0.31
H: 1.67 -1.24 -1.36
H: 2.74 -0.81 -0.09
H: 0.76 0.00 2.47
H: -0.11 1.50 2.13
H: -0.90 0.12 2.00
H: -2.43 -0.52 -1.84

Output
* energy relative to the best compared isomer or geometry (same formula, charge and spin): 3.4 kcal/mol
* SMILES string: C[Si](C)(C)O[C@H](Br)C=O
* spin multiplicity: 1
* Kohn-Sham gap: 9.7 eV

***

Record 2
ORCA calculation (ωB97M-V/def2-TZVPD) on 2 unconnected molecules or ions with the total composition C5H11BrSi in a non-equilibrium geometry.

Positions of all 18 atoms, in Å:
C: -0.68 -3.24 -0.80
C: -1.39 -2.06 -0.96
C: 1.25 2.01 1.26
C: 0.92 1.30 -1.83
C: -1.69 -1.25 0.07
Si: 0.99 0.77 -0.07
Br: 2.29 -1.12 0.23
H: -0.72 -4.00 -1.63
H: -0.01 -3.43 0.06
H: -2.03 -1.89 -1.91
H: 0.38 2.57 1.34
H: 1.48 1.51 2.23
H: 2.13 2.61 0.93
H: 1.39 2.33 -1.92
H: 1.55 0.52 -2.31
H: -0.06 1.43 -2.45
H: -1.22 -1.28 1.05
H: -2.20 -0.37 -0.20

Output
* energy relative to the best compared isomer or geometry (same formula, charge and spin): 74.3 kcal/mol
* spin multiplicity: 1
* Kohn-Sham gap (spin up / spin down): 7.6 / 6.7 eV

***

Record 3
ORCA calculation (ωB97M-V/def2-TZVPD) on a molecular structure, C5H11CaNP in a non-equilibrium geometry.

Positions of all 19 atoms, in Å:
C: 0.18 -0.40 -1.58
C: -0.77 -1.15 -2.30
C: -0.35 -2.51 -2.34
C: 0.90 -2.64 -1.67
C: 1.28 -1.38 -1.16
Ca: 1.50 1.19 1.49
P: -0.49 2.92 0.89
H: 0.20 0.69 -1.42
H: -1.68 -0.76 -2.74
H: -0.90 -3.33 -2.82
H: 2.21 -1.12 -0.65
H: 1.46 -3.56 -1.56
H: -1.44 3.29 1.91
H: -1.47 2.71 -0.16
H: -0.17 4.28 0.50
N: -0.06 -0.53 1.84
H: -1.01 -0.14 1.87
H: -0.06 -1.19 1.05
H: 0.04 -1.10 2.69

Output
* net charge: -1
* spin multiplicity: 1
* Kohn-Sham gap: 4.1 eV

***

Record 4
ORCA calculation (ωB97M-V/def2-TZVPD) on a molecular structure, C5H11ClInNRhS in a non-equilibrium geometry.

Positions of all 21 atoms, in Å:
Rh: 1.20 0.68 -1.00
Cl: 2.83 2.35 -1.09
C: -0.21 2.05 -1.47
C: 2.50 -0.54 -0.07
H: 0.14 2.47 -2.43
H: -1.24 1.64 -1.54
H: -0.13 2.81 -0.68
H: 3.37 -0.54 -0.74
H: 2.11 -1.55 0.12
H: 2.76 0.00 0.86
In: -0.87 -0.75 0.25
C: -0.68 -1.64 2.22
C: 0.17 -0.99 -1.66
H: -0.81 -2.72 2.12
H: 0.31 -1.41 2.63
H: -1.46 -1.22 2.87
H: 0.82 -1.88 -1.75
H: -0.46 -0.78 -2.54
S: -3.28 0.09 -0.07
C: -3.47 0.73 1.45
N: -3.62 1.18 2.53

Output
* net charge: -1
* energy relative to the best compared isomer or geometry (same formula, charge and spin): 0.0 kcal/mol
* expectation value of S²: 6.012
* spin multiplicity: 5
* Kohn-Sham gap (spin up / spin down): 4.2 / 6.8 eV

***

Record 5
ORCA calculation (ωB97M-V/def2-TZVPD) on 2 unconnected molecules or ions with the total composition C5H11ClNO in a non-equilibrium geometry.

Positions of all 19 atoms, in Å:
C: 2.43 -0.01 0.68
C: 0.09 1.50 -0.90
C: -2.16 0.33 -0.96
C: -0.78 -1.81 0.82
C: -0.74 0.33 -0.51
N: -0.27 -0.58 0.30
O: 3.34 0.32 1.59
Cl: 3.21 0.14 -0.79
H: 0.95 1.67 -0.17
H: -0.47 2.43 -1.21
H: 0.67 1.45 -1.85
H: -2.46 -0.49 -1.63
H: -2.36 1.38 -1.45
H: -2.77 0.16 -0.03
H: 0.04 -2.28 1.29
H: -1.50 -1.64 1.64
H: -1.27 -2.45 0.18
H: 0.79 -0.51 0.48
H: 3.27 0.07 2.51

Output
* net charge: +1
* energy relative to the best compared isomer or geometry (same formula, charge and spin): 65.5 kcal/mol
* spin multiplicity: 1
* Kohn-Sham gap: 9.7 eV

***

Record 6
ORCA calculation (ωB97M-V/def2-TZVPD) on 2 unconnected molecules or ions with the total composition C5H11ClNP in a non-equilibrium geometry.

Positions of all 19 atoms, in Å:
C: -0.85 0.19 1.83
C: 0.65 0.40 1.44
C: -1.47 -0.19 0.42
C: 0.59 0.77 -0.02
C: 1.48 -1.20 -1.30
N: -0.73 0.74 -0.43
P: -1.27 1.44 -1.88
Cl: 1.42 2.03 -0.70
H: -1.05 -0.68 2.58
H: -1.35 1.02 2.22
H: 0.94 1.24 2.07
H: 1.38 -0.42 1.68
H: -1.03 -1.10 0.20
H: -2.54 -0.14 0.22
H: 1.27 -1.81 -0.42
H: 2.56 -1.11 -1.55
H: 0.63 -0.90 -1.99
H: -0.14 1.03 -2.68
H: -0.61 2.75 -1.86

Output
* energy relative to the best compared isomer or geometry (same formula, charge and spin): 75.7 kcal/mol
* spin multiplicity: 1
* Kohn-Sham gap (spin up / spin down): 8.4 / 7.6 eV

***

Record 7
ORCA calculation (ωB97M-V/def2-TZVPD) on a single C5H11ClOS molecule in a non-equilibrium geometry.

Positions of all 19 atoms, in Å:
C: -1.54 -1.06 0.35
C: 0.46 -2.31 -0.62
C: 0.51 2.94 0.08
C: 0.02 -1.07 0.18
C: 0.38 0.26 -0.45
O: 0.19 1.19 1.99
S: -0.48 1.54 0.66
Cl: -0.10 0.51 -2.12
H: -1.89 -0.74 -0.55
H: -1.83 -1.99 0.63
H: -1.54 -0.33 1.20
H: 0.32 -2.30 -1.63
H: 1.44 -2.62 -0.39
H: -0.16 -3.10 -0.30
H: 0.42 3.69 0.83
H: 0.34 3.16 -0.90
H: 1.53 2.74 0.17
H: 0.53 -1.08 1.13
H: 1.39 0.58 -0.26

Output
* energy relative to the best compared isomer or geometry (same formula, charge and spin): 42.0 kcal/mol
* spin multiplicity: 1
* Kohn-Sham gap: 10.0 eV

***

Record 8
ORCA calculation (ωB97M-V/def2-TZVPD) on 2 unconnected molecules or ions with the total composition C5H11ClSi in a non-equilibrium geometry.

Positions of all 18 atoms, in Å:
C: -1.47 -0.58 2.53
C: -1.18 -0.84 1.28
C: 2.03 0.01 0.21
C: -0.09 -0.56 -2.15
C: -0.88 1.43 -0.06
Si: 0.62 0.76 -0.96
Cl: -0.63 2.55 1.20
H: -1.79 -1.48 3.07
H: -1.60 0.41 2.97
H: -1.11 -1.45 0.38
H: 2.11 0.59 1.15
H: 1.80 -1.13 0.33
H: 3.06 -0.16 -0.24
H: 0.46 -1.49 -1.83
H: -1.15 -0.42 -2.13
H: 0.24 -0.45 -3.13
H: -1.94 1.44 -0.50
H: 1.50 1.37 -2.10

Output
* energy relative to the best compared isomer or geometry (same formula, charge and spin): 135.1 kcal/mol
* spin multiplicity: 1
* Kohn-Sham gap (spin up / spin down): 8.0 / 8.6 eV

***

Record 9
ORCA calculation (ωB97M-V/def2-TZVPD) on a molecular structure, C5H11CuO4 in a non-equilibrium geometry.

Positions of all 21 atoms, in Å:
O: -0.77 -0.84 -0.21
C: 0.49 -0.53 0.13
O: 0.81 -0.27 1.30
O: 1.32 -1.18 -0.71
C: 2.70 -1.14 -0.38
H: 3.23 -1.58 -1.23
H: 3.03 -0.11 -0.20
H: 2.88 -1.72 0.54
C: -1.80 -0.32 0.64
H: -1.64 -0.69 1.66
H: -1.71 0.78 0.67
C: -3.14 -0.75 0.09
H: -3.24 -0.45 -0.96
H: -3.25 -1.84 0.15
H: -3.94 -0.28 0.67
Cu: 0.78 1.85 1.42
O: 0.71 1.60 -0.53
C: 0.28 1.69 -1.84
H: 0.65 2.60 -2.35
H: 0.64 0.82 -2.43
H: -0.83 1.68 -1.93

Output
* energy relative to the best compared isomer or geometry (same formula, charge and spin): 4.6 kcal/mol
* spin multiplicity: 1
* Kohn-Sham gap: 7.7 eV

***

Record 10
ORCA calculation (ωB97M-V/def2-TZVPD) on a molecular structure, C5H11EuO3 in a non-equilibrium geometry.

Positions of all 20 atoms, in Å:
O: 2.55 1.54 0.35
C: 3.03 0.49 -0.06
C: 2.21 -0.76 -0.02
O: 0.88 -0.41 0.26
C: -0.11 -1.36 -0.10
C: -1.43 -0.82 0.38
O: -1.53 0.52 -0.08
C: -2.79 1.12 0.14
Eu: 0.38 1.99 0.32
H: 4.07 0.38 -0.42
H: 2.61 -1.45 0.75
H: 2.31 -1.26 -1.01
H: 0.10 -2.33 0.38
H: -0.11 -1.49 -1.19
H: -1.49 -0.84 1.48
H: -2.25 -1.43 -0.02
H: -2.74 2.14 -0.26
H: -3.58 0.55 -0.38
H: -3.02 1.16 1.22
H: 0.95 2.27 -1.73

Output
* net charge: +1
* energy relative to the best compared isomer or geometry (same formula, charge and spin): 23.5 kcal/mol
* expectation value of S²: 15.761
* spin multiplicity: 8
* Kohn-Sham gap (spin up / spin down): 7.0 / 7.1 eV